Entry from OMol25: a structure of composition C22H38NO9PSiTi (ωB97M-V with the def2-TZVPD basis set).

- E: -3073.65841 hartree
- Gap between HOMO and LUMO: 0.303 hartree
- E_HOMO: -0.3034 Ha
- Relative energy (zero: lowest compared OMol25 entry of this formula, charge and spin): 12.19 kcal/mol

```
! RIJCOSX wB97M-V def2-TZVPD def2/J DEFGRID3
* xyz 0 1
Ti -0.1594 -1.2888 0.2437
O 0.3034 -2.4344 -1.6368
C 1.6868 -2.8321 -1.6199
C 1.9318 -3.7572 -0.4405
N 1.3455 -3.1993 0.7846
C 0.4525 -4.1265 1.4785
C -1.0034 -4.0061 0.9983
O -1.7901 -4.9012 1.1605
O -1.2879 -2.8470 0.4463
C 2.2937 -2.5358 1.6755
C 1.5201 -1.5954 2.5900
O 1.7736 -1.3729 3.7364
O 0.4853 -1.0275 1.9525
H -0.2726 -3.2098 -1.6952
H 2.2509 -1.9068 -1.5296
H 1.9490 -3.3155 -2.5622
H 3.0029 -3.9454 -0.3242
H 1.4630 -4.7241 -0.6390
H 0.4427 -3.9043 2.5478
H 0.7711 -5.1655 1.3761
H 2.9669 -1.9046 1.0890
H 2.8752 -3.2352 2.2833
C 0.2958 2.8433 -2.1817
C 1.5704 2.2478 -2.7599
C 2.4255 3.3266 -3.4070
C 1.2697 1.1310 -3.7475
O 2.4176 1.6997 -1.7067
P 2.0182 0.8814 -0.4219
O 3.1804 0.1514 0.1178
O 0.8384 -0.0602 -0.8399
O 1.3041 1.8743 0.5876
C 1.9960 2.7547 1.5414
C 2.4842 1.9058 2.7016
C 0.9207 3.7301 1.9878
C 3.1404 3.4772 0.8488
H -0.3072 3.2551 -2.9933
H 0.5256 3.6471 -1.4823
H -0.3009 2.0914 -1.6649
H 1.8823 3.7884 -4.2331
H 3.3491 2.8971 -3.7945
H 2.6756 4.0994 -2.6800
H 0.6752 1.5224 -4.5752
H 0.7141 0.3243 -3.2696
H 2.1984 0.7278 -4.1531
H 1.6563 1.3400 3.1283
H 2.9050 2.5454 3.4790
H 3.2525 1.2091 2.3675
H 0.0979 3.2009 2.4680
H 0.5293 4.2891 1.1365
H 1.3388 4.4399 2.7034
H 3.8911 2.7756 0.4849
H 3.6217 4.1467 1.5642
H 2.7749 4.0767 0.0141
C -2.2378 1.7375 0.6514
Si -2.3598 0.0270 -0.1401
C -2.5276 0.1643 -2.0217
C -3.8536 -0.8710 0.5618
C -5.0255 -1.0242 -0.1792
C -6.1392 -1.6585 0.3548
C -6.0987 -2.1533 1.6485
C -4.9415 -2.0127 2.4036
C -3.8358 -1.3784 1.8622
H -3.1034 2.3309 0.3406
H -1.3293 2.2705 0.3717
H -2.2612 1.6571 1.7399
H -3.2184 0.9710 -2.2847
H -2.9276 -0.7632 -2.4372
H -1.5737 0.3705 -2.5111
H -5.0781 -0.6497 -1.1964
H -7.0373 -1.7677 -0.2404
H -6.9625 -2.6542 2.0673
H -4.8965 -2.4072 3.4109
H -2.9344 -1.2929 2.4626
*
```